1.
{"formula": "C41H59ClNO6P2SiV", "method": "wB97M-V/def2-TZVPD", "homo_lumo_gap_ev": [7.8, 7.9], "spin_multiplicity": 3, "de_lowest_kj_mol": 341.0, "energy_ev": -121913.1514, "e_lumo_ev": [0.56, 0.01], "elements": ["V", "C", "Si", "C", "C", "C", "C", "C", "C", "P", "C", "C", "C", "C", "C", "C", "C", "C", "C", "C", "C", "C", "C", "C", "C", "C", "C", "C", "P", "C", "C", "C", "C", "C", "C", "C", "C", "C", "C", "C", "C", "H", "H", "H", "H", "H", "H", "H", "H", "H", "H", "H", "H", "H", "H", "H", "H", "H", "H", "H", "H", "H", "H", "H", "H", "H", "H", "H", "H", "H", "H", "H", "H", "H", "H", "H", "H", "H", "H", "H", "H", "H", "H", "H", "H", "H", "H", "H", "H", "H", "H", "H", "H", "H", "H", "H", "O", "Cl", "O", "O", "O", "O", "C", "C", "C", "C", "O", "N", "H", "H", "H", "H"], "xyz": [[0.021863, -1.294776, -0.448786], [-1.746038, 0.485024, 3.696314], [-1.217938, 0.057524, 1.876114], [-2.264038, 1.211124, 0.737014], [-3.072438, 2.114724, 1.426214], [-3.678438, 3.192124, 0.810314], [-3.495737, 3.392724, -0.545986], [-2.745638, 2.479824, -1.261186], [-2.127038, 1.392724, -0.645786], [-1.199238, 0.231024, -1.729986], [-2.604838, -0.606776, -2.664086], [-3.179338, 0.074124, -3.910886], [-4.450738, -0.656476, -4.342286], [-5.573138, -0.456076, -3.313086], [-5.000138, -0.154376, -1.924886], [-3.735637, -0.971876, -1.677986], [-0.102637, 1.339824, -2.798486], [-0.623738, 2.175324, -3.989986], [-0.353538, 3.671824, -3.838486], [1.132462, 3.944924, -3.618286], [1.727963, 3.039624, -2.523386], [0.657863, 2.224724, -1.803886], [0.440262, 1.069324, 1.838014], [0.265563, 2.426324, 2.100714], [1.337862, 3.299324, 2.142614], [2.617562, 2.819524, 1.926714], [2.812963, 1.476324, 1.653614], [1.737663, 0.592324, 1.605814], [1.813662, -1.211776, 1.275214], [2.326263, -1.862576, 2.958414], [1.245062, -1.628776, 4.021814], [1.600163, -0.478976, 4.954814], [2.835962, -0.842976, 5.784114], [3.788463, -1.732276, 4.976314], [3.690862, -1.398576, 3.487614], [3.336763, -1.778576, 0.312814], [2.754762, -2.005676, -1.094386], [3.827962, -2.073476, -2.178486], [4.628562, -0.769576, -2.270186], [4.645862, -0.030676, -0.927786], [4.665763, -1.019576, 0.230914], [-1.549437, 1.519024, 3.956014], [-1.225838, -0.122876, 4.429714], [-2.807638, 0.298124, 3.826314], [-3.222538, 1.977424, 2.482014], [-4.272838, 3.880624, 1.393814], [-3.931038, 4.248924, -1.040086], [-2.602237, 2.633724, -2.317686], [-2.129438, -1.532376, -2.999786], [-2.444138, 0.036524, -4.715686], [-3.450138, 1.112024, -3.725386], [-4.217538, -1.715376, -4.466886], [-4.771238, -0.276276, -5.313886], [-6.193237, -1.353176, -3.274686], [-6.221437, 0.367824, -3.619986], [-5.742238, -0.388476, -1.159986], [-4.774838, 0.909624, -1.835386], [-3.977437, -2.030876, -1.791986], [-3.396138, -0.830976, -0.648786], [0.594162, 0.606824, -3.222986], [-1.683138, 2.026824, -4.170786], [-0.112437, 1.832324, -4.892486], [-0.932237, 4.086924, -3.011786], [-0.679138, 4.176124, -4.751986], [1.258562, 4.998224, -3.357086], [1.661863, 3.771124, -4.557886], [2.264862, 3.640724, -1.788686], [2.446362, 2.352724, -2.972886], [-0.031137, 2.905124, -1.296186], [1.130762, 1.601024, -1.034486], [-0.730438, 2.815524, 2.253214], [1.175362, 4.347124, 2.356014], [3.466163, 3.488324, 1.981114], [3.817362, 1.130224, 1.479914], [2.380562, -2.942276, 2.763714], [1.117162, -2.541676, 4.607514], [0.292962, -1.423476, 3.541014], [0.759163, -0.261176, 5.618614], [1.794063, 0.418924, 4.363014], [2.538763, -1.362576, 6.697014], [3.351063, 0.069824, 6.087314], [3.538062, -2.785476, 5.115314], [4.813062, -1.594376, 5.328414], [4.496262, -1.902776, 2.953314], [3.828163, -0.322276, 3.373014], [3.529963, -2.763876, 0.765614], [1.376762, -1.164976, -2.241786], [2.219963, -2.970876, -1.098586], [3.334863, -2.293276, -3.126586], [4.482162, -2.912376, -1.942786], [4.194462, -0.113476, -3.025486], [5.647362, -0.999876, -2.589586], [3.754362, 0.594724, -0.842186], [5.518462, 0.622924, -0.877686], [4.916862, -0.519176, 1.165114], [5.460062, -1.749576, 0.054314], [1.094462, -3.967276, -2.682686], [-0.082938, -3.013176, -2.564786], [0.307563, -1.638376, -3.249186], [1.845363, -0.937676, -1.356186], [-1.335037, -1.975276, -0.346486], [-3.977837, -0.881476, 1.991614], [-3.212238, -1.812276, 1.987114], [-3.579638, -3.279376, 1.928614], [-2.245138, -3.993676, 1.821114], [-1.218338, -2.881476, 1.913514], [-0.022838, -3.076076, 1.928314], [-1.848538, -1.677276, 2.060814], [-4.229538, -3.442176, 1.072014], [-4.136737, -3.545076, 2.827214], [-2.099338, -4.495776, 0.862014], [-2.063238, -4.715476, 2.620514]], "forces_ev_per_a": [[3.4, 1.4, 0.5], [0.1, 0.1, -0.7], [-1.1, 1.4, 1.5], [0.2, -0.6, 0.0], [-0.1, -0.1, 0.1], [0.0, 0.1, 0.0], [0.0, 0.0, 0.0], [0.1, 0.1, 0.0], [0.1, 0.0, -0.2], [-0.7, 1.8, -1.0], [0.4, -0.1, 0.1], [0.1, -0.2, -0.1], [0.0, 0.2, 0.0], [0.0, 0.0, 0.0], [-0.1, -0.2, 0.0], [-0.1, 0.2, 0.3], [-0.2, -0.4, 0.3], [-0.2, 0.1, 0.0], [0.2, -0.1, -0.2], [-0.1, 0.1, 0.0], [0.0, 0.0, 0.1], [0.3, -0.1, 0.0], [0.3, -0.9, -0.2], [-0.2, 0.1, 0.1], [-0.1, 0.0, 0.1], [0.1, 0.0, 0.0], [0.1, 0.1, 0.0], [0.0, -0.1, -0.3], [1.9, 0.4, 1.2], [-0.5, -0.3, -0.3], [-0.2, 0.3, 0.1], [0.0, -0.1, 0.2], [0.0, 0.0, 0.0], [0.1, 0.2, 0.0], [0.1, -0.2, -0.1], [-0.4, 0.0, -0.2], [1.1, -1.2, 0.2], [-0.4, 0.2, 0.1], [-0.1, 0.1, 0.1], [0.2, 0.1, 0.0], [-0.1, 0.3, 0.1], [0.0, 0.2, 0.1], [0.2, -0.2, 0.0], [-0.2, -0.1, 0.0], [-0.1, 0.0, 0.2], [-0.1, 0.0, 0.0], [-0.1, 0.0, -0.1], [-0.1, 0.0, -0.2], [-0.1, 0.1, 0.0], [0.0, 0.1, 0.0], [0.1, 0.2, 0.0], [0.0, -0.1, 0.0], [0.0, -0.1, -0.1], [-0.1, 0.0, 0.0], [0.0, 0.0, 0.0], [0.0, 0.1, 0.1], [0.0, 0.0, 0.1], [0.0, -0.1, 0.0], [-0.2, -0.1, -0.1], [0.0, 0.1, 0.2], [0.0, 0.0, 0.0], [0.0, 0.0, 0.0], [-0.1, 0.0, 0.0], [-0.1, 0.1, 0.1], [0.1, 0.0, -0.1], [0.0, 0.1, 0.0], [0.1, 0.0, 0.0], [0.1, -0.1, 0.1], [0.0, -0.1, 0.1], [-0.1, 0.1, 0.0], [0.0, 0.1, 0.1], [0.0, 0.0, 0.0], [0.0, 0.0, -0.1], [0.1, -0.1, 0.0], [0.0, 0.1, 0.1], [-0.1, 0.0, 0.0], [-0.1, -0.1, 0.1], [0.0, 0.1, -0.1], [-0.1, 0.0, 0.0], [0.0, 0.0, 0.0], [0.0, 0.0, 0.1], [0.0, -0.1, 0.0], [0.0, -0.1, 0.0], [0.0, 0.1, -0.1], [0.0, 0.1, -0.1], [-0.1, 0.2, -0.1], [0.1, 0.3, -0.5], [0.0, 0.4, -0.1], [0.1, -0.2, 0.0], [0.0, -0.1, 0.0], [0.0, 0.0, -0.1], [0.0, 0.1, 0.0], [0.1, 0.1, 0.0], [0.0, 0.1, 0.0], [0.0, -0.1, 0.0], [0.1, 0.0, 0.0], [0.0, -0.5, -0.2], [0.6, -0.4, -0.3], [0.1, 0.1, -0.2], [0.0, 0.1, -0.9], [-4.4, -2.6, 0.1], [-0.3, 0.1, -0.1], [-0.7, -0.2, 0.2], [-0.1, -0.1, -0.1], [0.0, 0.0, -0.1], [0.0, -1.2, 0.6], [-0.2, -0.2, 0.1], [1.0, 0.7, -0.1], [-0.1, 0.0, 0.0], [0.0, 0.1, 0.0], [0.0, 0.0, 0.1], [0.0, 0.1, -0.1]], "lowdin_spin": [1.7756, 0.0062, 0.0790, 0.0122, 0.0014, 0.0004, 0.0003, 0.0000, 0.0089, 0.0157, 0.0021, 0.0002, 0.0001, 0.0000, -0.0001, -0.0006, -0.0014, -0.0005, -0.0001, 0.0001, 0.0002, 0.0011, 0.0466, 0.0085, 0.0036, 0.0025, 0.0006, 0.0081, 0.0205, -0.0028, -0.0002, 0.0000, 0.0000, -0.0003, -0.0007, 0.0077, 0.0082, 0.0008, 0.0003, 0.0001, 0.0013, 0.0002, 0.0004, 0.0002, 0.0000, 0.0000, 0.0000, -0.0001, 0.0001, 0.0000, 0.0000, 0.0000, 0.0000, 0.0000, 0.0000, 0.0000, 0.0000, 0.0000, -0.0003, -0.0002, 0.0000, 0.0000, 0.0000, 0.0000, 0.0000, 0.0000, 0.0000, 0.0000, 0.0000, 0.0011, 0.0006, 0.0004, 0.0001, 0.0000, 0.0001, 0.0000, 0.0000, 0.0000, 0.0000, 0.0000, 0.0000, 0.0000, -0.0001, 0.0000, 0.0000, 0.0000, 0.0019, 0.0033, 0.0000, 0.0000, 0.0000, 0.0001, 0.0000, 0.0000, 0.0001, 0.0004, 0.0057, 0.0226, 0.0307, 0.0099, -0.1173, 0.0018, 0.0018, 0.0009, 0.0003, 0.0036, 0.0060, 0.0203, 0.0002, 0.0000, 0.0001, 0.0000]}

2.
{"formula": "C41H60ClCoN5O4", "method": "wB97M-V/def2-TZVPD", "homo_lumo_gap_ev": [6.3, 6.3], "spin_multiplicity": 4, "de_lowest_kj_mol": 28.2, "energy_ev": -109283.7267, "e_lumo_ev": [0.15, 0.15], "elements": ["Co", "C", "C", "C", "C", "C", "C", "C", "C", "C", "C", "C", "C", "C", "C", "C", "C", "C", "H", "H", "H", "H", "H", "H", "H", "H", "H", "H", "H", "H", "H", "H", "H", "H", "H", "H", "H", "H", "H", "H", "H", "H", "H", "H", "H", "H", "H", "C", "C", "O", "N", "C", "C", "C", "C", "C", "C", "N", "H", "H", "H", "H", "H", "H", "H", "H", "H", "H", "C", "C", "C", "C", "Cl", "C", "C", "C", "O", "C", "C", "O", "O", "H", "H", "H", "H", "H", "H", "H", "H", "C", "C", "N", "C", "N", "C", "C", "C", "N", "C", "H", "H", "H", "H", "H", "H", "H", "H", "H", "H", "H", "H", "H"], "xyz": [[0.012258, -0.305459, -0.284843], [-0.805751, -3.246431, 1.205313], [-0.889986, -2.452059, 2.383081], [0.247252, -1.612034, 2.392010], [0.950924, -1.836261, 1.162894], [0.319245, -2.917895, 0.463294], [0.881231, -3.726682, -0.695157], [0.398296, -3.217869, -2.058694], [0.440738, -5.188219, -0.564669], [2.412386, -3.688717, -0.681849], [0.930954, -0.794844, 3.491547], [1.453696, -1.717435, 4.607431], [0.044846, 0.308598, 4.084713], [2.199318, -0.128712, 2.941153], [-2.125127, -2.550754, 3.293127], [-1.838300, -2.747075, 4.785561], [-3.002295, -1.297638, 3.140896], [-2.986680, -3.753610, 2.882410], [-1.524720, -3.994484, 0.914793], [1.985504, -1.570209, 1.011542], [-0.692290, -3.245472, -2.107410], [0.793404, -3.837429, -2.867836], [0.739620, -2.194944, -2.229666], [-0.639875, -5.290902, -0.672909], [0.717868, -5.589542, 0.410007], [0.913090, -5.793164, -1.340789], [2.771674, -2.675204, -0.835356], [2.812558, -4.321342, -1.477419], [2.799236, -4.048085, 0.272167], [0.670144, -2.231780, 5.143562], [2.035023, -1.139199, 5.329240], [2.108504, -2.474222, 4.174379], [-0.695768, -0.080067, 4.782107], [-0.490092, 0.832044, 3.291173], [0.651748, 1.034065, 4.632770], [2.946523, -0.873988, 2.673059], [2.636593, 0.506384, 3.715629], [2.000517, 0.481244, 2.068200], [-1.362276, -1.885190, 5.239394], [-1.204051, -3.619265, 4.949948], [-2.779967, -2.908189, 5.315893], [-2.472655, -0.402787, 3.457423], [-3.915278, -1.385323, 3.735245], [-3.282604, -1.166537, 2.096805], [-2.410017, -4.678002, 2.897985], [-3.402923, -3.637784, 1.881882], [-3.821646, -3.857477, 3.577702], [-4.175159, -1.724197, -0.541732], [-2.916882, -1.326169, -1.252553], [-1.849448, -1.233062, -0.652221], [-3.006282, -1.099782, -2.575805], [-1.841805, -0.717032, -3.358681], [-1.416128, 0.716443, -3.179690], [-1.951413, 1.723306, -3.972157], [-1.474204, 3.012842, -3.830949], [-0.452130, 3.243553, -2.926332], [0.016957, 2.184774, -2.168932], [-0.472379, 0.946745, -2.265129], [-3.919708, -2.466791, 0.208188], [-4.929315, -2.120501, -1.218071], [-4.580739, -0.852346, -0.027494], [-3.912680, -1.136296, -3.013304], [-2.073199, -0.904618, -4.408603], [-1.015274, -1.364093, -3.072272], [-2.711338, 1.486411, -4.705250], [-1.869661, 3.815452, -4.438381], [-0.013285, 4.223686, -2.806669], [0.830205, 2.319022, -1.472215], [4.736165, 3.328623, -4.506732], [3.561597, 2.431158, -4.759847], [2.652383, 2.690384, -5.770647], [1.564713, 1.853252, -5.975059], [0.426558, 2.220580, -7.247195], [1.373192, 0.741792, -5.184357], [2.276126, 0.463124, -4.164113], [3.361263, 1.304007, -3.952512], [4.296320, 1.126831, -2.972142], [4.038667, 0.151666, -1.971330], [2.813945, 0.554999, -1.145259], [2.864004, 1.622578, -0.530183], [1.816762, -0.216896, -1.226656], [4.737170, 4.165691, -5.201888], [5.674251, 2.783708, -4.613914], [4.714242, 3.714101, -3.487231], [2.785434, 3.557888, -6.402085], [0.524557, 0.092327, -5.352304], [2.100896, -0.388482, -3.528960], [4.918717, 0.161316, -1.328017], [3.910804, -0.840826, -2.407192], [0.892180, 4.657486, 2.391928], [1.742129, 3.442508, 2.086540], [0.979244, 2.503973, 1.291182], [-0.355394, 2.361828, 1.327304], [-0.907951, 1.412576, 0.604777], [-2.362537, 1.391064, 0.479059], [-3.051471, 2.658943, 0.948518], [-2.480497, 3.019096, 2.299339], [-1.057741, 3.218899, 2.130729], [-0.399176, 4.167043, 3.011853], [0.672392, 5.197193, 1.468073], [1.404435, 5.335149, 3.074579], [2.068161, 2.971188, 3.021750], [2.637395, 3.695725, 1.518557], [1.503411, 2.033443, 0.541186], [-2.753166, 0.539571, 1.045588], [-2.608822, 1.220150, -0.572580], [-4.129961, 2.500621, 1.006786], [-2.862096, 3.481731, 0.253214], [-2.687296, 2.225485, 3.029781], [-2.903710, 3.947909, 2.688528], [-0.191182, 3.700338, 3.983822], [-1.093104, 4.992878, 3.187652]], "forces_ev_per_a": [[0.2, 0.0, 0.5], [0.1, 0.1, 0.0], [0.0, -0.1, 0.0], [-0.1, 0.2, 0.0], [-0.1, -0.2, -0.4], [0.0, -0.1, 0.2], [0.0, 0.0, 0.0], [0.0, 0.0, 0.0], [0.0, 0.0, 0.0], [-0.1, -0.1, 0.0], [0.0, 0.0, 0.0], [0.0, 0.0, -0.1], [-0.1, 0.0, 0.0], [0.0, 0.1, 0.1], [0.0, 0.1, 0.0], [0.1, -0.1, 0.0], [0.0, -0.1, 0.0], [0.0, 0.0, 0.0], [0.0, -0.1, 0.0], [0.0, 0.0, 0.0], [0.0, 0.0, 0.0], [0.0, 0.0, 0.0], [0.0, 0.1, 0.0], [0.0, 0.0, 0.0], [0.0, 0.0, 0.0], [0.0, 0.0, -0.1], [0.1, 0.2, 0.0], [0.0, 0.0, 0.0], [0.0, 0.0, 0.0], [-0.2, -0.1, 0.1], [0.0, 0.0, 0.1], [0.0, 0.0, 0.0], [0.0, 0.0, 0.0], [0.0, 0.0, 0.0], [0.0, 0.0, 0.1], [0.0, 0.0, 0.0], [0.0, 0.0, 0.0], [0.0, 0.1, -0.1], [0.1, 0.1, 0.0], [0.0, 0.0, 0.0], [0.0, 0.0, 0.0], [0.1, 0.1, 0.0], [-0.1, 0.0, 0.0], [0.0, 0.0, -0.1], [0.0, 0.0, 0.0], [0.0, 0.0, 0.0], [0.0, 0.0, 0.0], [0.0, 0.0, 0.0], [0.2, -0.1, -0.1], [-0.1, 0.2, 0.0], [-0.2, 0.1, 0.0], [0.0, -0.1, -0.1], [0.0, 0.0, 0.0], [0.0, -0.1, 0.0], [0.0, 0.0, 0.0], [0.0, 0.0, 0.0], [0.0, 0.0, -0.1], [-0.2, 0.1, 0.0], [0.0, 0.0, 0.0], [0.0, 0.0, 0.0], [0.0, 0.0, 0.0], [0.1, 0.0, 0.0], [0.0, 0.0, 0.1], [0.0, 0.0, 0.0], [0.0, 0.0, 0.0], [0.0, 0.0, 0.0], [0.0, 0.0, 0.0], [0.0, 0.1, 0.1], [0.0, 0.0, 0.0], [0.0, 0.0, 0.0], [0.0, 0.0, 0.0], [0.0, 0.0, 0.0], [0.0, 0.0, 0.0], [0.0, 0.0, 0.0], [0.0, 0.1, -0.1], [0.0, 0.0, 0.2], [0.0, 0.0, -0.2], [0.0, 0.0, 0.0], [0.0, 0.0, -0.3], [0.0, 0.3, 0.3], [-0.1, -0.4, 0.2], [0.0, 0.0, 0.0], [0.0, 0.0, 0.0], [0.0, 0.0, 0.0], [0.0, 0.0, 0.0], [0.0, 0.0, 0.0], [0.0, -0.1, 0.1], [0.0, 0.0, -0.1], [0.0, 0.0, 0.0], [0.0, 0.0, 0.0], [0.0, -0.1, 0.1], [0.2, 0.0, -0.4], [0.0, -0.1, 0.1], [0.0, 0.0, -0.1], [-0.1, 0.0, 0.0], [-0.1, 0.0, 0.0], [-0.1, 0.0, 0.1], [0.0, 0.0, -0.1], [0.0, 0.0, 0.1], [0.0, 0.0, 0.0], [0.0, 0.0, 0.0], [0.0, 0.0, 0.0], [0.0, 0.0, 0.0], [-0.1, 0.0, 0.2], [0.0, 0.1, -0.1], [0.0, 0.0, 0.0], [0.0, 0.0, 0.0], [0.0, 0.0, 0.0], [0.0, 0.0, 0.0], [0.0, -0.1, 0.0], [0.0, 0.0, 0.0], [0.0, 0.0, 0.0]], "lowdin_spin": [2.7472, 0.0202, 0.0202, 0.0207, 0.0102, 0.0166, 0.0008, 0.0008, 0.0001, 0.0004, 0.0016, 0.0014, 0.0001, 0.0002, 0.0018, 0.0006, 0.0009, 0.0005, 0.0009, 0.0005, -0.0001, 0.0000, 0.0004, 0.0000, 0.0001, 0.0000, 0.0000, 0.0000, 0.0002, 0.0000, 0.0002, 0.0001, 0.0000, -0.0001, 0.0000, 0.0000, 0.0000, 0.0002, 0.0000, 0.0000, 0.0001, 0.0000, 0.0001, 0.0000, 0.0001, 0.0001, 0.0000, 0.0011, 0.0032, 0.0256, 0.0001, 0.0000, 0.0023, 0.0009, 0.0000, 0.0004, 0.0012, 0.0225, 0.0001, 0.0002, 0.0000, 0.0000, 0.0000, -0.0002, 0.0002, 0.0000, 0.0001, 0.0001, 0.0000, 0.0000, 0.0000, 0.0001, 0.0000, 0.0000, 0.0002, 0.0000, 0.0003, 0.0021, 0.0055, -0.0009, 0.0426, 0.0000, 0.0000, 0.0000, 0.0000, 0.0000, 0.0001, 0.0003, 0.0000, 0.0002, 0.0003, 0.0032, 0.0056, 0.0295, 0.0021, 0.0010, 0.0000, 0.0018, 0.0005, 0.0000, 0.0000, 0.0001, 0.0000, 0.0006, -0.0002, 0.0002, 0.0002, 0.0000, 0.0000, 0.0000, 0.0001, 0.0001]}